ORCA calculation (ωB97M-V/def2-TZVPD) on a structure of composition C4H9InNO2 in a non-equilibrium geometry.

Output
* Kohn-Sham gap: 4.11 eV
* highest occupied orbital energy: -23.878 eV
* E_LUMO: -19.771 eV

Structure (ORCA input):
```
! RIJCOSX wB97M-V def2-TZVPD def2/J DEFGRID3
* xyz 3 1
C 2.31034 -0.76201 0.17777
C 1.47278 0.55963 -0.32690
C 0.04986 0.51569 0.48134
N -1.14502 0.92788 -0.31921
C -2.20154 -0.10727 0.04231
O -3.00129 0.09584 0.98394
O -2.23960 -1.33272 -0.67418
H 1.83717 -1.70458 -0.28813
H 2.13358 -0.81040 1.32412
H 3.43385 -0.64460 -0.02210
H 2.07052 1.49468 0.01588
H 1.37729 0.63084 -1.46567
H 0.15333 1.21652 1.40550
H -0.12087 -0.54797 0.86108
H -1.49516 1.79912 0.15430
H -2.26052 -2.03463 0.03843
In -2.37471 0.70398 -2.38847
*
```

Mulliken atomic charge list, values in e, 5 entries: -0.96, -0.27, -0.45, -0.18, 0.60